Record 1
Molecular formula: C26H67N4O7
Method: DFT, the ωB97M-V functional and the def2-TZVPD basis

Positions of all 104 atoms, in Å:
O  2.172  9.415  -4.924
H  3.035  9.829  -4.998
H  2.341  8.471  -4.972
H  1.741  9.647  -5.750
O  3.038  8.238  -6.957
H  3.913  8.597  -6.791
H  2.873  7.537  -6.323
H  2.362  8.914  -6.872
O  1.679  9.557  -6.811
H  0.880  9.931  -7.231
C  -0.043  12.342  -6.609
C  1.502  12.603  -6.380
C  1.628  13.802  -5.286
O  1.631  15.021  -5.912
C  0.793  15.968  -5.340
N  2.040  11.299  -5.967
H  -0.659  13.225  -6.780
H  -0.597  11.701  -5.923
H  -0.048  11.867  -7.590
H  1.911  12.917  -7.340
H  2.629  13.715  -4.863
H  1.047  13.761  -4.365
H  1.010  16.930  -5.804
H  0.950  16.061  -4.265
H  -0.272  15.770  -5.464
H  1.261  10.773  -5.597
H  2.249  10.709  -6.759
C  -0.864  7.112  -8.642
C  -0.362  6.938  -7.178
C  -0.041  5.432  -6.909
O  -1.227  4.588  -6.963
C  -0.905  3.209  -6.843
N  0.797  7.811  -7.091
H  -0.136  6.551  -9.227
H  -0.925  8.160  -8.937
H  -1.800  6.620  -8.909
H  -1.150  7.392  -6.577
H  0.526  5.400  -5.979
H  0.629  5.185  -7.733
H  -0.605  3.024  -5.812
H  -0.009  2.886  -7.374
H  -1.673  2.561  -7.265
H  0.633  8.688  -7.564
H  0.879  8.188  -6.158
C  -1.287  9.982  -7.726
C  -1.835  9.679  -6.349
C  -2.966  8.605  -6.676
C  -3.390  7.894  -5.435
C  -2.229  7.217  -4.734
C  -1.168  8.261  -4.367
N  -0.697  9.036  -5.574
O  0.441  9.841  -5.387
C  -1.649  9.124  -3.160
C  0.071  7.395  -3.891
C  -2.390  10.998  -5.801
H  -0.430  10.654  -7.771
H  -1.996  10.372  -8.455
H  -0.906  9.053  -8.151
H  -3.851  9.159  -6.989
H  -2.725  7.844  -7.419
H  -4.018  7.069  -5.773
H  -4.055  8.462  -4.785
H  -1.845  6.400  -5.344
H  -2.680  6.777  -3.844
H  -1.447  8.420  -2.353
H  -1.161  10.082  -2.980
H  -2.716  9.341  -3.109
H  0.463  6.810  -4.724
H  0.951  7.916  -3.514
H  -0.058  6.611  -3.145
H  -2.858  11.729  -6.461
H  -1.626  11.628  -5.346
H  -3.190  10.787  -5.092
H  1.051  9.501  -6.045
C  -0.144  8.617  -9.636
C  0.816  9.623  -10.268
C  -0.199  10.662  -10.929
C  0.481  12.050  -11.273
C  1.247  12.553  -10.033
C  2.323  11.521  -9.512
N  1.656  10.233  -9.253
O  2.409  9.299  -8.515
C  3.555  11.400  -10.466
C  2.646  12.072  -8.106
C  1.585  8.863  -11.362
H  0.251  7.691  -9.218
H  -0.813  8.260  -10.418
H  -0.804  9.078  -8.901
H  -0.538  10.300  -11.899
H  -1.135  10.860  -10.405
H  -0.305  12.771  -11.498
H  1.108  12.044  -12.165
H  0.453  12.734  -9.309
H  1.750  13.509  -10.182
H  4.237  12.211  -10.211
H  4.201  10.548  -10.255
H  3.281  11.582  -11.506
H  3.454  11.510  -7.637
H  2.935  13.122  -8.136
H  1.815  12.050  -7.401
H  2.024  7.927  -11.016
H  2.473  9.449  -11.598
H  1.089  8.731  -12.324
H  1.983  9.404  -7.661

## Properties
* orbital gap: 0.22378 Eh
* LUMO: -3.694 eV
* charge: +1
* spin multiplicity: 1
* ΔE to the lowest compared entry with this formula, charge and spin: 5198.2 kJ/mol
* E: -48276.470 eV
* HOMO energy: -9.784 eV


Record 2
Molecular formula: C26H67N4O7Y
Method: DFT, the ωB97M-V functional and the def2-TZVPD basis

Positions of all 105 atoms, in Å:
Y  -6.376  -23.635  -7.108
C  -7.663  -19.999  -9.435
C  -6.432  -20.248  -8.540
C  -6.093  -18.939  -7.864
O  -6.547  -21.301  -7.610
H  -7.449  -19.131  -10.056
H  -8.605  -19.962  -8.891
H  -7.845  -20.792  -10.175
H  -5.576  -20.494  -9.186
H  -5.206  -19.063  -7.233
H  -6.841  -18.555  -7.162
H  -5.847  -18.112  -8.531
C  -10.463  -20.045  -6.057
O  -9.597  -20.817  -6.899
H  -10.735  -20.707  -5.236
H  -10.068  -19.083  -5.728
H  -11.389  -19.737  -6.550
H  -8.739  -20.372  -6.952
C  -10.731  -19.005  -11.223
O  -11.853  -19.629  -11.818
H  -10.436  -18.087  -11.731
H  -10.911  -18.709  -10.183
H  -9.916  -19.728  -11.171
H  -12.396  -18.976  -12.265
C  -2.096  -23.549  -8.731
C  -3.141  -23.781  -7.619
C  -3.548  -22.511  -6.967
O  -4.563  -22.711  -5.998
C  -4.380  -21.624  -4.979
N  -4.299  -24.406  -8.298
H  -2.382  -22.723  -9.380
H  -1.955  -24.453  -9.327
H  -1.090  -23.335  -8.363
H  -2.841  -24.433  -6.792
H  -3.756  -21.724  -7.708
H  -2.600  -22.121  -6.571
H  -5.256  -21.618  -4.344
H  -4.123  -20.713  -5.511
H  -3.488  -21.964  -4.453
H  -4.177  -24.174  -9.293
H  -4.004  -25.387  -8.365
C  -7.609  -25.290  -11.148
C  -6.390  -24.615  -10.520
C  -5.541  -23.949  -11.580
O  -4.581  -23.115  -10.964
C  -3.732  -22.499  -11.930
N  -6.921  -23.568  -9.528
H  -7.270  -26.065  -11.845
H  -8.231  -24.689  -11.815
H  -8.218  -25.729  -10.360
H  -5.866  -25.348  -9.912
H  -6.191  -23.374  -12.251
H  -5.055  -24.697  -12.214
H  -3.054  -23.222  -12.400
H  -3.094  -21.781  -11.422
H  -4.353  -22.077  -12.722
H  -6.744  -22.683  -10.029
H  -7.931  -23.476  -9.729
C  -10.590  -25.095  -6.753
C  -9.877  -24.394  -7.889
C  -10.806  -23.514  -8.750
O  -9.996  -22.991  -9.787
C  -10.757  -22.704  -10.951
N  -8.833  -23.473  -7.289
H  -11.520  -25.622  -6.966
H  -10.820  -24.478  -5.881
H  -9.902  -25.860  -6.368
H  -9.377  -25.012  -8.632
H  -11.377  -22.725  -8.258
H  -11.493  -24.255  -9.177
H  -11.215  -23.591  -11.393
H  -10.151  -22.174  -11.683
H  -11.569  -22.001  -10.743
H  -9.052  -23.495  -6.287
H  -9.151  -22.503  -7.448
C  -2.989  -15.730  -9.128
C  -1.707  -16.324  -8.505
C  -2.131  -17.331  -7.392
C  -2.498  -18.746  -7.835
C  -1.403  -19.271  -8.745
C  -1.128  -18.404  -9.956
N  -0.916  -16.996  -9.543
O  -0.628  -16.188  -10.646
C  0.246  -18.814  -10.519
C  -2.180  -18.590  -11.088
C  -0.916  -15.179  -7.857
H  -3.614  -15.234  -8.385
H  -3.552  -16.593  -9.499
H  -2.822  -15.004  -9.924
H  -1.244  -17.370  -6.751
H  -2.870  -16.826  -6.766
H  -3.470  -18.795  -8.324
H  -2.578  -19.311  -6.899
H  -1.656  -20.318  -8.961
H  -0.454  -19.400  -8.215
H  0.497  -18.235  -11.405
H  0.979  -18.679  -9.727
H  0.291  -19.848  -10.878
H  -1.948  -18.072  -12.017
H  -2.236  -19.655  -11.312
H  -3.161  -18.240  -10.757
H  -0.867  -14.367  -8.591
H  0.160  -15.350  -7.769
H  -1.391  -14.858  -6.935
H  -1.478  -16.013  -11.094

## Properties
* orbital gap: 0.17446 Eh
* LUMO: -6.899 eV
* charge: +2
* spin multiplicity: 1
* ΔE to the lowest compared entry with this formula, charge and spin: 185.0 kJ/mol
* E: -49369.223 eV
* HOMO energy: -11.647 eV


Which of these has the highest LUMO?
C26H67N4O7


Which of these has the highest E?
C26H67N4O7


What is the formula in the first record?
C26H67N4O7